{
  "formula": "C17H40BeBrCaCl2FMgN2O13P",
  "method": "ωB97M-V/def2-TZVPD",
  "gap_ev": 3.060,
  "e_tot_ev": -179222.601,
  "charge": 1,
  "lumo_ev": -6.06,
  "symbols": ["H", "C", "C", "H", "H", "H", "H", "H", "Cl", "O", "H", "H", "C", "H", "H", "O", "O", "C", "H", "C", "H", "O", "N", "H", "O", "H", "N", "C", "H", "O", "Be", "H", "H", "P", "C", "C", "H", "H", "H", "H", "C", "H", "O", "Cl", "H", "H", "O", "H", "C", "F", "H", "O", "O", "H", "C", "H", "H", "C", "H", "H", "Br", "H", "H", "H", "O", "C", "H", "Mg", "O", "O", "H", "Ca", "C", "C", "H", "C", "H", "H", "H", "C"],
  "coordinates": [[-0.283433, 3.507021, 2.205165], [-0.019101, -2.324890, 3.016520], [3.502294, -2.504410, -4.809820], [-1.415334, 0.852109, 2.950895], [-5.380509, 7.044974, 3.244787], [0.194025, 2.190399, 1.191429], [2.814457, -2.124045, -6.805385], [-0.265291, 5.215245, 5.100590], [3.756647, 0.760589, -8.863082], [4.365832, 2.050700, -8.940269], [0.124254, -2.008806, 0.929894], [0.227522, -2.795563, -5.686310], [3.134786, -6.889277, -6.333995], [-4.285460, 1.349330, 1.541326], [1.929260, 1.925214, 4.319557], [-3.300724, 2.699049, 3.409546], [-4.270710, 2.318872, 1.113552], [-0.945726, -2.138058, 3.984601], [2.118023, 2.264957, 2.584876], [-0.548987, 2.493500, 1.924047], [-2.569496, -1.288146, 2.913474], [2.384085, -7.926747, -6.442840], [3.792513, -1.735824, -3.643791], [4.396135, -3.076790, -5.076469], [-1.854701, 4.377710, 4.171494], [-0.586113, 1.942023, 4.022192], [-5.454388, 6.609546, 2.324571], [-0.499440, 1.455372, 3.046574], [0.717524, 0.338153, 0.903836], [3.219557, -6.027960, -7.290247], [1.944094, -8.167011, -8.232171], [-1.716479, 5.193019, 6.064144], [-0.565277, -0.868557, 5.626200], [-3.055800, 3.094233, 1.878230], [0.322715, -2.329441, -4.703256], [2.007992, 1.477092, 3.328082], [-1.334295, -2.403344, 6.230510], [4.108382, -2.352541, -2.890984], [2.921797, -1.329062, -3.291010], [0.612367, -1.282236, -4.800507], [-0.138583, -1.429096, 1.810431], [-2.676029, -3.087222, 3.143062], [2.444839, 0.862464, -8.263921], [-3.124332, -2.968143, 6.311146], [-0.734493, 3.681476, 5.814366], [-3.900159, 4.401045, 4.464612], [-3.182056, 4.524407, 1.597335], [-2.983921, 3.215176, 5.344802], [0.759536, 0.624281, 3.061755], [3.969050, 0.406529, -4.616212], [2.869456, 0.818298, 3.341851], [3.655260, 0.177054, -10.166097], [-1.826986, 2.445722, 1.221635], [0.680758, -0.021715, 3.938515], [-0.567031, -1.951251, 5.440749], [0.449485, -2.319815, 5.579354], [2.492349, -0.810874, -5.676735], [0.883401, -0.281996, 1.835122], [4.132467, -1.075518, -6.255459], [0.744197, -3.087437, 3.102267], [-0.040855, -0.111691, -1.120133], [-2.980090, -1.973318, 4.578809], [-6.404145, 6.261989, 2.187497], [2.735302, -4.326985, -3.866235], [3.837843, -6.607440, -5.336989], [-2.403043, -2.146165, 3.607693], [-4.785121, 5.828312, 2.255010], [-4.304873, 0.637944, 0.102307], [1.254008, -3.019362, -3.877155], [4.578213, -0.105367, -8.015320], [-0.642719, -2.357516, -4.202649], [-3.937026, -0.421483, 3.422691], [-3.040552, 3.728186, 4.381985], [3.203403, -1.583733, -5.940729], [-1.149037, -1.043670, 1.707579], [2.336408, -3.557758, -4.528408], [1.863091, -0.755788, 1.875514], [2.041759, -4.057651, -5.454183], [-5.236923, 7.300415, 1.603002], [-1.115854, 4.601298, 5.375178]],
  "atomic_forces_ev_per_a": [[-0.4, 0.2, 0.2], [-1.3, 1.0, -0.1], [2.2, 1.6, -0.4], [0.2, -0.3, -0.1], [0.0, 0.1, 0.0], [-0.3, 0.1, -0.4], [0.2, 0.0, -0.1], [0.1, 0.0, -0.1], [-0.6, 0.6, -0.5], [0.1, 0.0, 0.2], [-0.4, 0.2, -0.5], [0.1, 0.0, 0.0], [2.5, 2.4, 1.0], [-0.5, 0.6, 2.3], [0.1, 0.2, 0.0], [0.3, -0.2, -0.4], [0.4, 0.6, 0.7], [0.8, -0.8, 1.1], [0.3, 0.0, -0.1], [1.3, -0.8, -0.3], [2.3, -2.2, -1.3], [-2.4, -2.9, -3.8], [-2.3, -1.1, -0.3], [-0.2, -0.5, 0.2], [0.0, -0.1, -0.5], [-0.1, 0.1, 0.1], [0.0, 0.0, 0.0], [-0.4, 0.8, 0.5], [0.7, -1.1, 1.0], [-1.3, -1.2, -1.8], [2.1, 2.5, 4.9], [0.0, -0.2, 0.3], [0.2, 0.1, -0.1], [-0.7, 1.5, -1.9], [-0.3, 0.2, 0.1], [-0.7, -0.1, 0.0], [2.3, 1.0, -1.9], [1.1, 0.7, 0.1], [0.3, 0.8, -0.2], [0.0, 0.0, -0.1], [0.7, -1.7, -0.7], [-0.3, 0.0, -0.1], [0.3, -0.2, 0.1], [-2.3, -0.2, 0.6], [-0.3, -0.2, 0.1], [-0.1, 0.1, -0.6], [-0.8, 0.9, 0.8], [-0.2, -0.3, -0.1], [0.4, -0.8, 0.4], [0.4, -0.9, 0.9], [0.2, 0.1, -0.2], [0.1, -0.2, 0.1], [0.1, -0.5, 0.8], [-0.1, -0.1, 0.1], [-1.0, -1.5, 1.2], [0.1, 0.1, 0.1], [0.0, 0.1, -0.1], [-0.4, 0.8, 0.4], [0.3, 0.2, 0.0], [1.1, 0.9, 0.5], [-1.0, 0.2, -1.1], [0.2, -0.7, -0.4], [0.0, 0.0, 0.0], [0.3, 0.1, 0.0], [-1.0, -0.7, -0.2], [0.6, 1.9, 0.3], [0.5, -0.3, -0.3], [0.6, -2.0, -2.5], [0.0, 0.1, -0.3], [0.2, -0.3, 0.5], [0.1, 0.0, 0.1], [-2.9, 1.7, 1.3], [0.1, -0.2, 1.7], [-1.6, -0.4, -0.8], [0.0, 0.1, -0.3], [-0.9, -1.0, 0.9], [0.2, 0.2, -0.4], [0.4, 0.4, -0.3], [0.1, 0.0, 0.0], [0.3, 0.6, -0.2]],
  "mulliken_charge": [0.24, -1.08, 0.60, -0.88, 0.40, 0.71, 0.48, 0.26, 1.72, -0.61, 0.58, 0.35, 1.02, -0.34, 0.40, -0.19, -0.31, 0.91, 0.35, -0.88, -0.03, -0.57, -0.31, 0.44, -0.21, 0.18, -0.40, 1.23, -0.51, -0.56, 0.70, 0.37, 0.22, 1.26, -0.65, -1.77, 0.15, 0.36, 0.32, 0.30, -0.27, 0.32, -0.61, -0.63, 0.36, 0.17, -0.90, 0.50, 0.70, -0.37, 0.48, -0.62, -0.05, -0.25, -0.95, 0.38, 0.43, -0.39, 0.57, 0.45, -0.74, -0.09, 0.40, 0.40, -0.56, -0.45, 0.22, 0.47, -0.35, -0.60, 0.21, 0.88, -0.49, -1.95, 0.12, -0.52, 0.59, 0.33, 0.39, -0.86]
}

{
  "formula": "C2H13NO3",
  "method": "ωB97M-V/def2-TZVPD",
  "gap_ev": 11.042,
  "e_above_lowest_kj_mol": 72.10,
  "e_tot_ev": -9917.464,
  "charge": 0,
  "smiles": "CCN.O.O.O",
  "lumo_ev": 0.58,
  "symbols": ["H", "N", "H", "H", "H", "O", "H", "H", "O", "O", "C", "H", "H", "H", "H", "H", "C", "H", "H"],
  "coordinates": [[-0.514135, -3.025018, -0.192559], [-0.527753, 0.556525, 1.245352], [1.518722, 1.160372, 1.002041], [-0.981124, 0.000115, 1.956559], [1.216180, -0.487529, 1.161158], [-0.374455, -3.363420, 0.697604], [-0.479364, 1.180443, -3.806087], [0.606403, -0.028300, 3.667655], [-0.186696, 1.895314, -4.345968], [-0.690574, 0.002778, -1.574897], [1.204144, 0.635447, 3.047422], [-1.118871, -2.999275, 1.189926], [0.665779, 1.612641, -4.681650], [-0.725970, 0.325658, -0.653323], [-1.573089, -0.305469, -1.785694], [1.016854, 1.652124, 3.395047], [0.916170, 0.462065, 1.580499], [2.222491, 0.350545, 3.312698], [-0.804607, 1.492706, 1.496343]],
  "atomic_forces_ev_per_a": [[0.1, 0.0, -0.1], [0.7, 0.6, 0.3], [-0.4, 0.4, -0.1], [-0.4, -0.4, -0.1], [0.3, -0.6, 0.4], [-0.2, 0.1, 0.1], [-0.3, -0.8, 0.9], [-0.4, -0.1, 0.0], [0.2, 0.8, -0.7], [0.2, 0.0, -0.3], [0.3, -0.4, 0.6], [0.1, -0.1, 0.0], [0.1, 0.0, 0.0], [-0.1, -0.2, 0.1], [-0.2, 0.0, 0.1], [0.1, 0.1, -0.1], [-0.1, -0.2, -0.7], [0.2, 0.3, -0.2], [-0.3, 0.5, -0.1]],
  "nbo_charge": [0.47, -0.84, 0.19, 0.35, 0.20, -0.94, 0.48, 0.20, -0.94, -0.99, -0.63, 0.46, 0.46, 0.50, 0.46, 0.20, -0.23, 0.22, 0.35]
}